Entry from OMol25: a structure of composition C4H12AgN4O8 in a non-equilibrium geometry (ωB97M-V/def2-TZVPD).

Geometry as XYZ:
```
29
Properties=species:S:1:pos:R:3
Ag 0.6774 0.7367 -0.9565
C 4.6839 0.1567 -0.5941
N 3.7474 -0.7824 -1.2964
O 3.9782 -1.9776 -1.1372
O 2.7623 -0.3037 -1.7442
H 4.9760 -0.3692 0.3148
H 4.3168 1.1101 -0.2140
H 5.5385 0.4356 -1.2106
C 0.4249 -4.2100 -0.8490
N -0.2078 -2.9684 -0.3804
O -1.2347 -3.0329 0.2737
O 0.3404 -1.9381 -0.6923
H 1.3141 -4.2470 -0.2196
H 0.7081 -3.9665 -1.8730
H -0.1929 -5.0912 -0.6764
C -3.1793 -0.6480 0.9355
N -2.0668 0.1942 1.3591
O -1.0498 0.2285 0.6231
O -2.1806 0.9810 2.2521
H -2.7487 -1.5648 1.3384
H -3.0804 -0.7591 -0.1443
H -4.1133 -0.3231 1.3940
C -1.9942 4.3552 1.0712
N -1.7468 3.6214 -0.2380
O -0.7911 2.8336 -0.4421
O -2.5735 3.8284 -1.1022
H -1.1674 4.8008 1.6243
H -2.5127 3.6942 1.7656
H -2.6279 5.2054 0.8184
```

Properties
- net charge = +2
- ⟨S²⟩ = 0.76
- molar mass (g mol⁻¹) = 352.0
- electronic energy (hartree) = -1126.3481
- gap between HOMO and LUMO (spin up / spin down) (eV) = 8.39 / 3.79
- 2S+1 = 2

Results of the natural (NBO) charge analysis, in e, for atoms 1 through 8:
1. Ag 0.9790
2. C -0.5154
3. N 0.5624
4. O -0.3045
5. O -0.4726
6. H 0.2529
7. H 0.2332
8. H 0.2709